Entry 1:
72
Properties=species:S:1:pos:R:3 method="wB97M-V/def2-TZVPD" total_energy_ev=-202607.2706 homo_lumo_gap_ev=5.278 largest_force_ev_per_a=0.9 total_charge=-2
Cs -0.042 1.705 -3.049
S 1.976 2.127 -0.409
C 3.197 1.432 -1.417
S 3.258 1.675 -3.115
C 4.187 0.632 -0.807
C 5.237 0.017 -1.547
N 6.116 -0.508 -2.085
C 4.241 0.402 0.594
N 4.348 0.201 1.729
Br -0.530 8.819 -2.359
C 0.578 7.273 -2.395
C 1.868 7.330 -1.895
C 2.626 6.175 -1.944
C 2.074 5.023 -2.494
N 0.829 4.985 -2.971
C 0.087 6.088 -2.913
H 2.253 8.250 -1.474
H 3.633 6.155 -1.549
H 2.638 4.096 -2.555
H -0.935 6.010 -3.264
N -1.064 3.442 -0.264
C -2.173 3.485 -1.027
O -2.245 4.090 -2.088
C -3.357 2.720 -0.483
I -4.577 4.031 0.712
H -0.170 3.765 -0.623
H -0.999 2.763 0.479
H -3.097 1.890 0.171
H -4.005 2.405 -1.291
O -1.795 -1.514 -1.573
C -1.006 -1.288 -2.530
O -1.241 -0.587 -3.538
C 0.399 -1.902 -2.392
C 0.936 -1.763 -0.971
Ge -0.339 -2.366 0.392
C 0.816 -2.783 1.970
C 2.064 -2.171 2.099
C 2.824 -2.307 3.255
C 2.349 -3.075 4.308
C 1.107 -3.693 4.203
C 0.351 -3.538 3.050
C -1.323 -4.052 0.111
C -2.619 -4.127 -0.404
C -3.262 -5.349 -0.545
C -2.614 -6.529 -0.202
C -1.316 -6.476 0.285
C -0.686 -5.247 0.447
C -1.378 -0.906 1.221
C -2.753 -0.937 1.448
C -3.389 0.078 2.153
C -2.656 1.153 2.640
C -1.289 1.208 2.408
C -0.657 0.189 1.699
H 1.080 -1.468 -3.124
H 0.300 -2.967 -2.634
H 1.203 -0.724 -0.743
H 1.864 -2.327 -0.852
H 2.456 -1.549 1.302
H 3.773 -1.789 3.324
H 2.936 -3.185 5.212
H 0.726 -4.286 5.027
H -0.624 -4.014 2.988
H -3.102 -3.219 -0.737
H -4.270 -5.382 -0.943
H -3.113 -7.483 -0.325
H -0.794 -7.390 0.544
H 0.321 -5.220 0.848
H -3.338 -1.764 1.063
H -4.460 0.036 2.318
H -3.148 1.943 3.194
H -0.698 2.027 2.795
H 0.414 0.264 1.539

Entry 2:
75
Properties=species:S:1:pos:R:3 method="wB97M-V/def2-TZVPD" total_energy_ev=-128784.8845 homo_lumo_gap_ev="4.846 / 6.043" spin_multiplicity=3 s2=2.03 largest_force_ev_per_a=0.5 total_charge=-1
Ti -0.657 -0.694 0.162
C -0.132 -1.791 -2.668
N 0.532 -0.769 -1.839
C 1.855 -1.205 -1.373
C 1.756 -2.397 -0.475
C 2.699 -3.412 -0.463
C 2.515 -4.487 0.387
C 1.381 -4.528 1.190
C 0.478 -3.489 1.121
N 0.662 -2.446 0.303
C 0.732 0.514 -2.535
C -0.535 1.174 -3.010
C -0.490 2.109 -4.040
C -1.654 2.764 -4.396
C -2.827 2.452 -3.723
C -2.774 1.499 -2.724
N -1.655 0.874 -2.367
C -1.585 -1.989 -2.338
C -2.466 -2.463 -3.278
C -3.791 -2.739 -2.931
C -4.147 -2.539 -1.593
C -3.227 -2.060 -0.695
N -1.943 -1.739 -1.039
H 0.383 -2.737 -2.502
H -0.021 -1.555 -3.731
H 2.320 -0.389 -0.801
H 2.532 -1.435 -2.208
H 3.571 -3.336 -1.099
H 3.245 -5.286 0.423
H 1.198 -5.353 1.865
H -0.414 -3.444 1.731
H 1.409 0.364 -3.387
H 1.226 1.197 -1.842
H 0.450 2.327 -4.532
H -1.648 3.511 -5.179
H -3.762 2.941 -3.963
H -3.665 1.222 -2.169
H -2.115 -2.612 -4.293
H -4.499 -3.105 -3.661
H -5.148 -2.752 -1.241
H -3.469 -1.893 0.346
F 1.301 2.235 5.677
C 1.912 1.975 4.507
C 1.459 0.956 3.692
F 0.410 0.219 4.077
C 2.092 0.708 2.492
F 1.571 -0.292 1.741
C 3.214 1.423 2.040
S 4.036 1.079 0.559
C 3.623 2.454 2.898
F 4.667 3.223 2.568
C 2.994 2.729 4.096
F 3.429 3.730 4.878
C -1.945 -3.098 4.979
C -2.707 -1.908 4.380
C -2.573 -0.694 5.310
C -4.190 -2.274 4.225
C -2.136 -1.570 3.067
C -1.607 -1.255 2.015
H -2.357 -3.357 5.960
H -0.889 -2.852 5.097
H -2.025 -3.972 4.330
H -2.982 -0.927 6.298
H -3.113 0.160 4.899
H -1.525 -0.410 5.417
H -4.623 -2.529 5.198
H -4.307 -3.129 3.557
H -4.747 -1.436 3.804
Cl -1.510 2.347 2.638
C -2.051 2.614 0.984
Cl -3.301 1.414 0.565
Cl -2.745 4.232 0.834
C -0.848 2.408 -0.013
O -0.591 3.278 -0.814
O -0.267 1.279 0.126

Entry 3:
73
Properties=species:S:1:pos:R:3 method="wB97M-V/def2-TZVPD" total_energy_ev=-141071.5372 homo_lumo_gap_ev="6.713 / 7.131" spin_multiplicity=4 s2=3.77 largest_force_ev_per_a=0.8 total_charge=-1
V -0.425 0.099 0.869
Cl -0.489 1.810 3.349
C -2.191 2.100 3.625
C -2.505 3.083 4.547
C -3.833 3.388 4.804
C -4.824 2.695 4.127
C -4.477 1.720 3.211
Cl -5.788 0.897 2.410
C -3.148 1.369 2.906
S -2.797 0.113 1.753
H -1.701 3.600 5.052
H -4.092 4.156 5.521
H -5.872 2.899 4.297
O 3.315 0.842 3.333
C 2.781 0.893 2.225
O 1.798 1.615 1.856
C 3.250 -0.091 1.115
P 1.991 0.007 -0.201
C 2.494 -1.330 -1.337
C 3.443 -1.201 -2.346
C 3.767 -2.284 -3.152
C 3.153 -3.510 -2.954
C 2.213 -3.653 -1.942
C 1.886 -2.570 -1.144
C 2.395 1.537 -1.124
C 1.834 1.731 -2.389
C 2.021 2.918 -3.079
C 2.771 3.941 -2.514
C 3.327 3.763 -1.258
C 3.138 2.574 -0.566
H 3.293 -1.113 1.496
H 4.253 0.161 0.762
H 3.937 -0.254 -2.512
H 4.505 -2.165 -3.937
H 3.398 -4.350 -3.592
H 1.710 -4.599 -1.785
H 1.109 -2.682 -0.396
H 1.254 0.940 -2.846
H 1.590 3.037 -4.067
H 2.921 4.871 -3.050
H 3.902 4.558 -0.801
H 3.541 2.473 0.432
Cl -0.500 -3.022 4.865
C -0.346 -1.494 4.010
Cl 0.492 -1.720 2.443
H 0.257 -0.806 4.587
H -1.329 -1.100 3.763
N -1.622 4.187 -2.615
N -1.103 3.512 -1.522
N -0.366 4.113 -0.616
C -0.126 3.112 0.214
N -0.723 1.984 -0.189
N -1.345 2.249 -1.309
H -0.829 4.575 -3.115
H -2.048 3.468 -3.191
H 0.499 3.164 1.090
C -2.616 -5.337 -0.152
C -2.523 -4.460 0.948
C -2.036 -3.194 0.772
C -1.612 -2.715 -0.498
C -1.066 -1.395 -0.640
C -0.794 -1.025 -1.940
C -0.952 -1.868 -3.059
C -1.398 -3.148 -2.896
C -1.748 -3.598 -1.601
C -2.242 -4.910 -1.393
H -2.996 -6.342 -0.013
H -2.844 -4.786 1.930
H -1.994 -2.513 1.605
H -0.417 -0.026 -2.141
H -0.694 -1.497 -4.047
H -1.506 -3.824 -3.738
H -2.324 -5.569 -2.251

Entry 4:
66
Properties=species:S:1:pos:R:3 method="wB97M-V/def2-TZVPD" total_energy_ev=-90080.5415 homo_lumo_gap_ev="4.951 / 3.948" spin_multiplicity=2 s2=1.16 largest_force_ev_per_a=1.9 total_charge=+1
Co -1.395 2.089 1.295
C -3.616 2.027 1.452
C -3.257 3.168 0.722
C -2.352 4.081 1.283
C -1.897 3.922 2.604
C -2.263 2.792 3.333
C -3.074 1.817 2.730
H -4.366 1.348 1.069
H -3.708 3.369 -0.239
H -2.098 4.981 0.739
H -1.305 4.700 3.067
H -1.959 2.679 4.364
H -3.393 0.963 3.313
S 1.877 -1.427 2.539
C 0.351 -1.798 1.831
C 0.001 -3.158 1.820
C -1.270 -3.581 1.512
C -2.262 -2.636 1.245
C -1.940 -1.303 1.204
C -0.629 -0.834 1.440
N -0.429 0.492 1.287
C 0.763 1.127 0.909
C 2.345 2.191 0.364
C 3.771 2.335 0.802
C 3.898 3.757 1.249
C 2.979 4.715 0.944
C 1.656 4.511 0.438
C 1.271 3.200 0.259
H 0.761 -3.874 2.087
H -1.497 -4.635 1.481
H -3.274 -2.954 1.048
H -2.675 -0.558 0.931
H 4.565 2.083 0.098
H 4.809 4.036 1.756
H 3.215 5.733 1.220
H 0.971 5.341 0.391
C -3.008 -4.606 -4.832
C -1.973 -3.828 -4.089
C -0.677 -3.686 -4.579
C 0.284 -2.974 -3.887
C -0.039 -2.384 -2.668
N 0.892 -1.686 -1.878
C 2.244 -1.824 -1.953
O 2.859 -2.418 -2.799
N 2.965 -1.264 -0.880
C 2.774 -0.229 -0.013
C 3.543 -0.113 1.114
C 3.426 1.174 1.840
C 1.955 1.659 1.771
N 0.186 2.450 0.499
C 1.791 0.861 -0.236
C -1.341 -2.496 -2.180
C -2.288 -3.212 -2.880
H -2.558 -5.223 -5.606
H -3.717 -3.927 -5.306
H -3.568 -5.245 -4.152
H -0.410 -4.147 -5.517
H 1.283 -2.893 -4.281
H 0.511 -1.277 -1.035
H 3.871 -1.712 -0.796
H 4.340 -0.800 1.343
H 3.896 1.187 2.818
H 1.680 2.357 2.559
H 1.389 0.898 -1.247
H -1.596 -2.034 -1.238
H -3.285 -3.306 -2.476

Entry 5:
75
Properties=species:S:1:pos:R:3 method="wB97M-V/def2-TZVPD" total_energy_ev=-76599.5331 homo_lumo_gap_ev=5.800 largest_force_ev_per_a=0.1 total_charge=-2
Li 0.070 2.639 -2.388
C -3.075 4.942 -4.553
C -4.120 4.760 -3.664
C -3.844 4.292 -2.394
C -2.527 4.016 -2.051
N -1.515 4.203 -2.904
C -1.793 4.644 -4.124
C -2.153 3.435 -0.727
C -3.002 3.337 0.367
C -2.511 2.749 1.526
C -1.210 2.279 1.583
C -0.430 2.417 0.436
N -0.909 2.982 -0.665
C 0.987 1.961 0.318
C 1.675 1.419 1.393
C 3.012 1.093 1.214
C 3.606 1.312 -0.015
C 2.829 1.820 -1.049
N 1.548 2.137 -0.891
H -3.245 5.283 -5.565
H -5.142 4.952 -3.965
H -4.646 4.091 -1.698
H -0.947 4.752 -4.794
H -4.019 3.704 0.325
H -3.152 2.646 2.393
H -0.833 1.785 2.470
H 1.179 1.245 2.340
H 3.576 0.667 2.035
H 4.647 1.085 -0.201
H 3.261 1.971 -2.035
C 4.944 -1.408 -1.787
C 3.503 -1.757 -1.542
C 3.096 -2.365 -0.358
C 1.774 -2.729 -0.154
C 0.845 -2.496 -1.157
C 1.221 -1.859 -2.334
C 2.543 -1.487 -2.517
S -0.840 -2.981 -0.911
O -1.353 -3.357 -2.201
O -0.870 -3.936 0.169
N -1.639 -1.674 -0.375
C -1.555 -0.406 -1.126
C -2.299 -0.383 -2.451
C -2.026 0.916 -3.223
O -2.981 1.491 -3.764
O -0.810 1.293 -3.246
H 5.505 -1.374 -0.851
H 5.046 -0.450 -2.302
H 5.411 -2.157 -2.431
H 3.828 -2.559 0.419
H 1.459 -3.205 0.766
H 0.485 -1.654 -3.101
H 2.840 -0.970 -3.423
H -1.400 -1.522 0.615
H -0.514 -0.114 -1.292
H -1.988 0.336 -0.451
H -3.372 -0.498 -2.295
H -1.972 -1.214 -3.079
I 5.148 1.925 -4.288
O -0.067 0.302 3.996
C -0.343 -0.721 3.335
O -0.703 -0.776 2.139
C -0.211 -2.061 4.073
C 0.146 -2.074 5.418
C 0.271 -3.267 6.107
C 0.037 -4.449 5.421
C -0.314 -4.470 4.080
C -0.439 -3.264 3.410
N 0.166 -5.721 6.144
O 0.469 -5.684 7.325
O -0.042 -6.755 5.537
H 0.319 -1.122 5.902
H 0.544 -3.299 7.151
H -0.480 -5.412 3.578
H -0.700 -3.251 2.360

Entry 6:
67
Properties=species:S:1:pos:R:3 method="wB97M-V/def2-TZVPD" total_energy_ev=-47442.5608 homo_lumo_gap_ev="5.411 / 5.025" spin_multiplicity=2 s2=0.76 largest_force_ev_per_a=2.5 total_charge=+1
Ir -0.275 0.254 0.534
C -0.701 -0.433 4.847
C 0.294 -1.340 5.161
C 1.320 -1.532 4.258
C 1.337 -0.856 3.042
N 0.328 -0.002 2.724
C -0.638 0.203 3.625
N 2.464 -1.133 2.261
C 2.675 -0.682 1.106
N 1.816 0.161 0.399
C 2.318 0.427 -0.761
N 1.641 1.195 -1.664
C 0.879 2.305 -1.205
C 0.821 3.437 -1.997
C 0.117 4.537 -1.540
C -0.473 4.485 -0.284
C -0.413 3.309 0.428
N 0.204 2.219 -0.052
C 3.594 -0.264 -0.963
C 4.487 -0.313 -2.014
C 5.641 -1.071 -1.841
C 5.887 -1.745 -0.649
C 4.984 -1.691 0.412
C 3.839 -0.951 0.231
H -1.514 -0.221 5.527
H 0.269 -1.885 6.095
H 2.142 -2.202 4.462
H -1.391 0.926 3.350
H 1.343 3.436 -2.941
H 0.047 5.430 -2.146
H -0.989 5.340 0.129
H -0.876 3.212 1.400
H 4.300 0.230 -2.932
H 6.361 -1.140 -2.645
H 6.801 -2.314 -0.543
H 5.166 -2.208 1.345
C 0.487 0.788 -3.870
C -0.742 1.177 -4.233
C -1.848 1.076 -3.334
C -1.647 0.513 -2.117
N -0.435 0.011 -1.704
C 0.749 0.248 -2.514
C -2.693 0.503 -1.097
C -4.053 0.464 -1.396
C -4.991 0.628 -0.390
C -4.568 0.854 0.914
C -3.212 0.845 1.210
C -2.259 0.618 0.215
H 1.319 0.799 -4.562
H -0.906 1.571 -5.229
H -2.823 1.451 -3.602
H 1.358 -0.659 -2.577
H -4.371 0.281 -2.415
H -6.047 0.599 -0.624
H -5.291 1.033 1.699
H -2.902 1.015 2.234
C -1.659 -3.570 1.703
C -1.765 -2.407 0.732
C -1.816 -2.900 -0.712
O -0.651 -1.560 0.946
H -2.453 -4.291 1.511
H -1.738 -3.222 2.734
H -0.694 -4.065 1.581
H -2.683 -1.840 0.932
H -0.891 -3.431 -0.947
H -1.924 -2.070 -1.406
H -2.657 -3.582 -0.839